i:
The following is a DFT calculation (ωB97M-V/def2-TZVPD) of a cluster of 2 separate species, C6H9N in total.

Last columns: bonded neighbours and bond lengths (Å).
CARTESIAN COORDINATES (ANGSTROEM)
1 C -2.80 -0.19 -0.59  C2 1.413, C3 1.689, N7 1.368, H10 1.152
2 C -1.59 0.35 -0.09  C1 1.413, C3 1.543, H8 1.156, H9 1.115
3 C -2.56 0.03 1.07  C1 1.689, C2 1.543, N7 1.317
4 C 1.11 -0.69 -1.49  C6 1.327, H11 1.037, H12 1.078
5 C 2.11 1.29 -0.44  C6 1.498, H13 1.112, H14 1.127, H15 1.043
6 C 1.46 -0.06 -0.37  C4 1.327, C5 1.498, H16 1.130
7 N -3.22 -0.94 0.48  C1 1.368, C3 1.317
8 H -0.68 -0.34 0.02  C2 1.156
9 H -1.13 1.33 -0.36  C2 1.115
10 H -3.53 0.33 -1.30  C1 1.152
11 H 0.73 -1.65 -1.55  C4 1.037
12 H 1.23 -0.31 -2.49  C4 1.078
13 H 1.34 1.86 0.11  C5 1.112
14 H 2.46 1.45 -1.50  C5 1.127
15 H 2.96 1.23 0.16  C5 1.043
16 H 1.24 -0.59 0.61  C6 1.130

Properties
LUMO (spin up / spin down)	0.85 / -1.98	eV
2S+1	3
HOMO-LUMO gap (spin up / spin down)	6.8306 / 7.6570	eV
total charge	0
E_HOMO (spin up / spin down)	-5.98 / -9.64	eV

=====

ii:
The following is a DFT calculation (ωB97M-V/def2-TZVPD) of an isolated molecule of C6H9N.

Last columns: bonded neighbours and bond lengths (Å).
CARTESIAN COORDINATES (ANGSTROEM)
1 C 0.27 0.87 -0.38  C3 1.438, N7 1.211
2 C -0.94 -1.71 1.62  C4 1.294, H8 1.135, H9 1.046
3 C 1.27 1.80 -0.81  C1 1.438, C5 1.489, H10 0.998
4 C -1.20 -0.97 0.59  C2 1.294, C6 1.485, N7 1.339
5 C 2.72 1.64 -0.50  C3 1.489, H11 1.035, H12 1.044, H13 1.048
6 C -2.26 -1.26 -0.40  C4 1.485, H14 1.112, H15 1.150, H16 1.116
7 N -0.43 0.03 0.15  C1 1.211, C4 1.339
8 H -0.24 -1.39 2.45  C2 1.135
9 H -1.59 -2.44 1.98  C2 1.046
10 H 0.89 2.55 -1.35  C3 0.998
11 H 3.10 0.89 -1.12  C5 1.035
12 H 2.92 1.35 0.48  C5 1.044
13 H 3.20 2.56 -0.63  C5 1.048
14 H -2.28 -2.30 -0.80  C6 1.112
15 H -3.35 -1.10 -0.05  C6 1.150
16 H -2.08 -0.53 -1.23  C6 1.116

Properties
LUMO (spin up / spin down)	0.96 / -1.18	eV
2S+1	3
HOMO-LUMO gap (spin up / spin down)	5.7532 / 7.7312	eV
total charge	0
E_HOMO (spin up / spin down)	-4.79 / -8.92	eV

=====

Least stable: i

=====

i:
The following is a DFT calculation (ωB97M-V/def2-TZVPD) of a cluster of 2 separate species, C9H16N2O2 in total.

Last columns: bonded neighbours and bond lengths (Å).
CARTESIAN COORDINATES (ANGSTROEM)
1 O -3.13 1.80 -0.95  C2 1.287
2 C -2.63 0.70 -0.53  O1 1.287, C3 1.366, N8 1.441
3 C -2.44 -0.44 -1.26  C2 1.366, C4 1.349, H9 1.127
4 C -2.00 -1.61 -0.77  C3 1.349, N5 1.435, H10 1.114
5 N -1.69 -1.71 0.63  C4 1.435, C6 1.401, H11 1.066
6 C -1.65 -0.65 1.55  N5 1.401, O7 1.222, N8 1.440
7 O -1.48 -0.76 2.75  C6 1.222
8 N -2.18 0.48 0.82  C2 1.441, C6 1.440, H12 1.076
9 H -3.11 -0.52 -2.17  C3 1.127
10 H -2.20 -2.63 -1.18  C4 1.114
11 H -1.29 -2.53 1.19  N5 1.066
12 H -2.18 1.44 1.31  N8 1.076
13 C 1.90 -2.01 -0.98  C14 1.588, H18 1.118, H19 1.089, H20 1.105
14 C 2.05 -0.96 0.20  C13 1.588, C15 1.508, H21 1.050, H22 1.076
15 C 1.36 0.32 -0.19  C14 1.508, C16 1.525, H23 1.216, H24 1.162
16 C 1.54 1.60 0.62  C15 1.525, C17 1.454, H25 1.148, H26 1.328
17 C 0.90 2.81 0.15  C16 1.454, H27 1.012, H28 1.237, H29 1.189
18 H 0.87 -1.92 -1.41  C13 1.118
19 H 2.62 -1.76 -1.77  C13 1.089
20 H 2.02 -3.05 -0.64  C13 1.105
21 H 3.06 -0.79 0.44  C14 1.050
22 H 1.58 -1.33 1.09  C14 1.076
23 H 1.75 0.38 -1.34  C15 1.216
24 H 0.24 0.11 -0.40  C15 1.162
25 H 2.68 1.71 0.58  C16 1.148
26 H 1.42 1.51 1.94  C16 1.328
27 H 0.01 2.69 -0.32  C17 1.012
28 H 0.48 3.48 1.10  C17 1.237
29 H 1.50 3.62 -0.48  C17 1.189

Properties
structure (SMILES)	O=c1cc[nH]c(=O)[nH]1.CCCCC
LUMO	-0.15	eV
2S+1	1
HOMO-LUMO gap	9.6536	eV
total charge	0
E_HOMO	-9.80	eV

=====

ii:
The following is a DFT calculation (ωB97M-V/def2-TZVPD) of a cluster of 2 separate species, C9H16N2O2 in total.

Last columns: bonded neighbours and bond lengths (Å).
CARTESIAN COORDINATES (ANGSTROEM)
1 O -4.52 -3.00 1.32  C2 1.199
2 C -3.41 -2.57 1.19  O1 1.199, C3 1.432, N8 1.454
3 C -2.20 -3.34 1.11  C2 1.432, C4 1.319, H9 1.059
4 C -1.01 -2.79 0.97  C3 1.319, N5 1.450, H10 1.041
5 N -0.83 -1.35 0.85  C4 1.450, C6 1.363, H11 1.004
6 C -1.91 -0.53 0.74  N5 1.363, O7 1.227, N8 1.407
7 O -1.72 0.67 0.60  C6 1.227
8 N -3.15 -1.20 0.76  C2 1.454, C6 1.407, H12 0.995
9 H -2.27 -4.39 1.22  C3 1.059
10 H -0.15 -3.35 0.84  C4 1.041
11 H 0.01 -1.00 0.43  N5 1.004
12 H -4.00 -0.73 0.56  N8 0.995
13 C 2.23 3.38 -1.72  C14 1.451, H18 1.164, H19 1.156, H20 1.049
14 C 3.21 2.42 -1.25  C13 1.451, C15 1.510, C16 1.536, C17 1.538
15 C 4.35 2.39 -2.24  C14 1.510, H21 1.137, H22 1.177, H23 1.122
16 C 2.50 1.06 -1.27  C14 1.536, H24 1.205, H25 1.121, H26 1.145
17 C 3.80 2.80 0.12  C14 1.538, H27 1.135, H28 1.179, H29 1.088
18 H 2.87 4.29 -2.06  C13 1.164
19 H 1.84 2.91 -2.70  C13 1.156
20 H 1.46 3.67 -1.06  C13 1.049
21 H 5.12 1.68 -1.80  C15 1.137
22 H 4.07 2.12 -3.35  C15 1.177
23 H 4.83 3.37 -2.51  C15 1.122
24 H 2.93 0.28 -0.46  C16 1.205
25 H 2.56 0.71 -2.33  C16 1.121
26 H 1.47 1.38 -0.88  C16 1.145
27 H 2.93 3.15 0.77  C17 1.135
28 H 4.19 1.79 0.60  C17 1.179
29 H 4.54 3.60 0.13  C17 1.088

Properties
structure (SMILES)	O=c1cc[nH]c(=O)[nH]1.CC(C)(C)C
LUMO	0.37	eV
2S+1	1
HOMO-LUMO gap	10.2349	eV
total charge	0
E_HOMO	-9.86	eV

=====

iii:
The following is a DFT calculation (ωB97M-V/def2-TZVPD) of an isolated molecule of C9H16N2O2.

Last columns: bonded neighbours and bond lengths (Å).
CARTESIAN COORDINATES (ANGSTROEM)
1 C -0.50 1.43 -0.49  C6 1.389, N10 1.161
2 C -0.99 -0.76 -1.53  C3 1.530, C6 1.528, H14 1.140, H15 1.105
3 C 0.50 -1.02 -1.32  C2 1.530, O12 1.449, H16 1.041, H17 1.152
4 C 1.98 -1.64 0.39  C5 1.491, O12 1.402, H18 1.102, H19 1.123
5 C 2.36 -0.21 0.61  C4 1.491, O13 1.352, H20 1.118
6 C -1.44 0.42 -0.67  C1 1.389, C2 1.528, N11 1.391
7 C -2.52 1.01 1.45  N11 1.443, H21 1.064, H22 1.040, H23 1.090
8 C -3.34 -0.78 0.15  N11 1.386, H24 1.103, H25 1.077, H26 1.055
9 C 3.55 1.68 0.19  O13 1.391, H27 1.053, H28 1.089, H29 1.210
10 N 0.34 2.22 -0.61  C1 1.161
11 N -2.55 0.36 0.17  C6 1.391, C7 1.443, C8 1.386
12 O 0.68 -1.80 -0.11  C3 1.449, C4 1.402
13 O 3.35 0.34 -0.13  C5 1.352, C9 1.391
14 H -1.41 -0.76 -2.59  C2 1.140
15 H -1.44 -1.71 -1.15  C2 1.105
16 H 0.84 -1.47 -2.20  C3 1.041
17 H 1.12 -0.06 -1.23  C3 1.152
18 H 2.92 -1.95 -0.10  C4 1.102
19 H 1.93 -2.16 1.38  C4 1.123
20 H 1.65 0.57 0.97  C5 1.118
21 H -3.40 1.29 1.98  C7 1.064
22 H -1.92 0.43 2.08  C7 1.040
23 H -1.90 1.89 1.27  C7 1.090
24 H -3.52 -1.15 -0.87  C8 1.103
25 H -2.83 -1.64 0.58  C8 1.077
26 H -4.18 -0.55 0.74  C8 1.055
27 H 4.47 1.97 -0.23  C9 1.053
28 H 3.71 1.80 1.26  C9 1.089
29 H 2.52 2.28 0.00  C9 1.210

Properties
LUMO (spin up / spin down)	0.79 / -0.06	eV
2S+1	1
HOMO-LUMO gap (spin up / spin down)	7.8589 / 6.8470	eV
total charge	0
E_HOMO (spin up / spin down)	-7.07 / -6.90	eV

=====

iv:
The following is a DFT calculation (ωB97M-V/def2-TZVPD) of a cluster of 2 separate species, C9H16N2O2 in total.

Last columns: bonded neighbours and bond lengths (Å).
CARTESIAN COORDINATES (ANGSTROEM)
1 O 4.47 -0.24 -1.20  C2 1.246
2 C 3.48 -0.02 -0.47  O1 1.246, C3 1.439, N8 1.445
3 C 2.99 1.31 -0.21  C2 1.439, C4 1.362, H9 1.072
4 C 2.06 1.43 0.78  C3 1.362, N5 1.365, H10 1.108
5 N 1.33 0.39 1.28  C4 1.365, C6 1.393, H11 1.032
6 C 1.65 -0.93 0.97  N5 1.393, O7 1.234, N8 1.352
7 O 1.05 -1.89 1.46  C6 1.234
8 N 2.67 -1.08 0.09  C2 1.445, C6 1.352, H12 1.031
9 H 3.60 2.07 -0.65  C3 1.072
10 H 1.73 2.44 1.10  C4 1.108
11 H 0.56 0.43 1.97  N5 1.032
12 H 2.91 -2.07 -0.05  N8 1.031
13 C -2.16 2.35 0.10  C14 1.480, H18 1.215, H19 1.132, H20 1.171
14 C -1.36 1.20 -0.39  C13 1.480, C15 1.532, H21 1.038, H22 1.105
15 C -2.04 -0.15 -0.17  C14 1.532, C16 1.534, H23 1.145, H24 1.142
16 C -1.08 -1.26 -0.61  C15 1.534, C17 1.489, H25 1.098, H26 1.145
17 C -1.69 -2.61 -0.41  C16 1.489, H27 1.099, H28 1.146, H29 1.107
18 H -2.92 2.67 -0.79  C13 1.215
19 H -2.69 1.93 1.01  C13 1.132
20 H -1.48 3.28 0.28  C13 1.171
21 H -0.42 1.26 0.06  C14 1.038
22 H -1.14 1.30 -1.47  C14 1.105
23 H -2.16 -0.46 0.92  C15 1.145
24 H -3.05 -0.25 -0.69  C15 1.142
25 H -0.12 -1.17 -0.09  C16 1.098
26 H -0.76 -1.06 -1.69  C16 1.145
27 H -2.62 -2.69 -0.98  C17 1.099
28 H -0.96 -3.38 -0.84  C17 1.146
29 H -1.87 -2.78 0.67  C17 1.107

Properties
structure (SMILES)	O=c1cc[nH]c(=O)[nH]1.CCCCC
LUMO	0.29	eV
2S+1	1
HOMO-LUMO gap	9.9909	eV
total charge	0
E_HOMO	-9.70	eV

=====

Least stable: iii

=====

i:
The following is a DFT calculation (ωB97M-V/def2-TZVPD) of a cluster of 2 separate species, C2H12N4 in total.

Last columns: bonded neighbours and bond lengths (Å).
CARTESIAN COORDINATES (ANGSTROEM)
1 N -1.71 0.21 -2.19  C2 1.481, H4 1.025, H5 1.018
2 C -1.74 -1.27 -2.09  N1 1.481, N3 1.499, H6 1.083, H7 1.097
3 N -2.48 -1.84 -0.92  C2 1.499, H8 1.019, H9 1.018
4 H -2.72 0.40 -2.27  N1 1.025
5 H -1.51 0.55 -1.25  N1 1.018
6 H -2.15 -1.65 -3.02  C2 1.083
7 H -0.73 -1.56 -1.80  C2 1.097
8 H -3.47 -1.69 -1.12  N3 1.019
9 H -2.29 -1.23 -0.13  N3 1.018
10 N 3.17 1.38 2.18  C11 1.541, H13 1.022, H14 1.019
11 C 2.00 0.40 1.92  N10 1.541, N12 1.435, H15 1.101, H16 1.091
12 N 0.95 1.15 1.29  C11 1.435, H17 1.004, H18 0.994
13 H 3.07 2.00 1.37  N10 1.022
14 H 3.99 0.84 1.90  N10 1.019
15 H 2.46 -0.44 1.38  C11 1.101
16 H 1.71 0.05 2.91  C11 1.091
17 H 0.47 0.57 0.64  N12 1.004
18 H 0.99 2.14 1.20  N12 0.994

Properties
structure (SMILES)	NCN.NCN
LUMO	0.75	eV
2S+1	1
HOMO-LUMO gap	9.9211	eV
total charge	0
E_HOMO	-9.17	eV

=====

ii:
The following is a DFT calculation (ωB97M-V/def2-TZVPD) of a cluster of 2 separate species, C2H12N4 in total.

Last columns: bonded neighbours and bond lengths (Å).
CARTESIAN COORDINATES (ANGSTROEM)
1 C 1.79 1.00 0.15  C2 1.523, H4 1.089, H5 1.088, H6 1.088
2 C 1.51 -0.48 0.38  C1 1.523, N3 1.464, H7 1.102, H8 1.093
3 N 0.97 -1.08 -0.84  C2 1.464, H9 1.015, H10 1.016
4 H 2.60 1.12 -0.57  C1 1.089
5 H 0.91 1.50 -0.24  C1 1.088
6 H 2.09 1.48 1.08  C1 1.088
7 H 2.42 -0.98 0.74  C2 1.102
8 H 0.75 -0.60 1.16  C2 1.093
9 H 0.81 -2.08 -0.70  N3 1.015
10 H 1.65 -1.00 -1.59  N3 1.016
11 N -1.87 -0.11 -0.89  N12 1.491, H14 1.031, H15 1.018
12 N -2.07 -0.40 0.55  N11 1.491, N13 1.423, H16 1.022
13 N -2.01 0.89 1.13  N12 1.423, H17 1.113, H18 1.018
14 H -0.87 -0.27 -1.06  N11 1.031
15 H -2.36 -0.83 -1.43  N11 1.018
16 H -3.04 -0.69 0.63  N12 1.022
17 H -2.26 1.45 0.20  N13 1.113
18 H -1.03 1.09 1.32  N13 1.018

Properties
structure (SMILES)	CCN.NNN
LUMO	1.06	eV
2S+1	1
HOMO-LUMO gap	9.4815	eV
total charge	0
E_HOMO	-8.42	eV

=====

Least stable: ii

=====

i:
The following is a DFT calculation (ωB97M-V/def2-TZVPD) of a cluster of 5 separate species, C4H19NO5 in total.

Last columns: bonded neighbours and bond lengths (Å).
CARTESIAN COORDINATES (ANGSTROEM)
1 C 1.34 2.14 -1.14  O2 1.432, H7 1.090, H8 1.090, H9 1.090
2 O 2.23 2.45 -0.06  C1 1.432, C3 1.424
3 C 2.53 1.32 0.76  O2 1.424, C4 1.528, H10 1.090, H11 1.090
4 C 1.48 1.03 1.82  C3 1.528, C5 1.503, N6 1.431, H12 1.090
5 C 1.36 2.13 2.84  C4 1.503, H13 1.090, H14 1.090, H15 1.090
6 N 1.81 -0.21 2.46  C4 1.431, H16 1.010, H17 1.010
7 H 1.60 1.25 -1.71  C1 1.090
8 H 1.30 2.95 -1.86  C1 1.090
9 H 0.31 2.08 -0.80  C1 1.090
10 H 2.73 0.50 0.08  C3 1.090
11 H 3.44 1.66 1.27  C3 1.090
12 H 0.50 0.87 1.37  C4 1.090
13 H 1.00 3.08 2.46  C5 1.090
14 H 2.31 2.35 3.33  C5 1.090
15 H 0.67 1.80 3.62  C5 1.090
16 H 1.19 -0.33 3.24  N6 1.010
17 H 2.69 0.02 2.89  N6 1.010
18 O -4.88 2.65 -2.16  H19 0.957, H20 0.957
19 H -4.48 1.79 -2.12  O18 0.957
20 H -4.99 2.83 -3.09  O18 0.957
21 O -2.57 -1.85 -0.95  H22 0.957, H23 0.957
22 H -3.10 -2.43 -1.49  O21 0.957
23 H -2.08 -2.44 -0.38  O21 0.957
24 O 2.33 -4.14 0.70  H25 0.957, H26 0.957
25 H 2.32 -3.30 1.16  O24 0.957
26 H 3.25 -4.37 0.63  O24 0.957
27 O -4.52 -4.72 -4.00  H28 0.957, H29 0.957
28 H -4.54 -3.86 -4.42  O27 0.957
29 H -5.20 -5.22 -4.44  O27 0.957

Properties
structure (SMILES)	COC[C@H](C)N.O.O.O.O
LUMO	0.51	eV
2S+1	1
HOMO-LUMO gap	10.1978	eV
total charge	0
E_HOMO	-9.69	eV

=====

ii:
The following is a DFT calculation (ωB97M-V/def2-TZVPD) of a cluster of 6 separate species, C4H19NO5 in total.

Last columns: bonded neighbours and bond lengths (Å).
CARTESIAN COORDINATES (ANGSTROEM)
1 C -0.94 2.39 0.44  C2 1.311, H6 1.228, H7 1.087
2 C 0.23 1.89 0.15  C1 1.311, C3 1.496, H8 1.057
3 C 0.25 0.79 -0.87  C2 1.496, C4 1.518, H9 1.078, H10 1.076
4 C 1.42 0.94 -1.82  C3 1.518, N5 1.563, H11 1.046, H12 1.090
5 N 2.26 -0.33 -1.48  C4 1.563, H13 0.949, H14 1.099
6 H -1.97 2.19 -0.21  C1 1.228
7 H -1.13 3.24 1.09  C1 1.087
8 H 1.18 2.26 0.44  C2 1.057
9 H 0.27 -0.05 -0.19  C3 1.078
10 H -0.67 0.86 -1.43  C3 1.076
11 H 2.02 1.79 -1.71  C4 1.046
12 H 1.16 0.80 -2.87  C4 1.090
13 H 3.05 -0.39 -2.00  N5 0.949
14 H 2.32 -0.41 -0.38  N5 1.099
15 O 1.05 -2.54 -0.89  H16 0.974, H17 1.093
16 H 1.76 -2.08 -1.36  O15 0.974
17 H 0.18 -1.99 -1.26  O15 1.093
18 O 1.19 -1.19 2.50  H19 0.908, H20 1.046
19 H 1.78 -1.56 1.92  O18 0.908
20 H 1.94 -0.73 3.06  O18 1.046
21 O -1.43 -1.98 0.31  H22 0.976, H23 0.875
22 H -1.70 -2.05 1.25  O21 0.976
23 H -1.62 -2.57 -0.31  O21 0.875
24 O -1.55 0.18 2.06  H25 0.955, H26 0.999
25 H -1.36 1.10 2.25  O24 0.955
26 H -0.65 -0.24 1.93  O24 0.999
27 O -3.38 0.17 -0.27  H28 0.930, H29 1.025
28 H -2.81 0.05 0.45  O27 0.930
29 H -2.84 -0.53 -0.79  O27 1.025

Properties
structure (SMILES)	C=CCCN.O.O.O.O.O
LUMO	0.28	eV
2S+1	1
HOMO-LUMO gap	9.7692	eV
total charge	0
E_HOMO	-9.49	eV

=====

Least stable: ii